A:
21
Properties=species:S:1:pos:R:3 method="wB97M-V/def2-TZVPD" orbital_gap_ev=10.6 lumo_energy_ha=-0.1078 e_homo_ev=-13.502 total_charge=+1
O 2.386 2.029 1.061
O 0.814 0.698 -1.662
N -1.209 -0.656 -0.424
N -0.042 0.687 1.494
C 0.511 -0.370 -2.119
C -1.144 -1.403 0.800
C -0.953 -0.406 1.964
C -0.609 -1.244 -1.609
H 0.715 0.879 2.133
H -1.905 0.025 2.258
H -2.072 -0.195 -0.612
H -1.971 -2.079 1.066
H 2.557 1.571 0.234
H 1.091 -0.805 -2.957
H 2.559 2.939 0.831
H 0.236 0.480 0.543
H -0.533 -0.955 2.791
H -0.343 -2.146 0.806
H -0.201 -2.245 -1.461
H -0.548 1.565 1.391
H -1.308 -1.346 -2.445

B:
21
Properties=species:S:1:pos:R:3 method="wB97M-V/def2-TZVPD" orbital_gap_ev=5.7 lumo_energy_ha=-0.2692 e_homo_ev=-13.005 total_charge=+1
O -2.811 0.487 0.261
O 0.153 -0.339 2.294
N -0.831 -1.146 -1.881
N 1.135 0.892 -0.773
C 0.318 -1.418 -0.983
C 0.227 1.038 1.622
C 1.465 -0.440 -1.210
C 1.321 1.153 0.685
H 1.909 -0.315 -2.256
H 2.132 1.836 0.764
H 2.348 -0.785 -0.618
H 1.378 1.648 -1.382
H -2.805 -0.327 -0.251
H -0.089 -1.033 -0.012
H -0.673 -1.008 -2.880
H -1.437 -1.988 -1.879
H -0.736 0.857 1.082
H 0.171 1.732 2.351
H -3.754 0.621 0.336
H 0.574 -2.469 -1.040
H 0.127 -0.175 3.237

C:
21
Properties=species:S:1:pos:R:3 method="wB97M-V/def2-TZVPD" orbital_gap_ev=9.0 lumo_energy_ha=-0.1461 e_homo_ev=-12.936 total_charge=+1
O 3.701 3.603 0.955
O 1.553 3.492 0.448
N 2.544 1.606 1.257
N -1.006 -2.392 -1.119
C -2.348 -0.389 -0.873
C -0.145 -0.742 0.502
C 2.704 2.934 0.872
C -1.424 -1.363 -0.099
H -0.418 0.176 1.064
H 0.356 -1.444 1.192
H -0.352 -3.021 -0.723
H -1.761 0.110 -1.643
H 0.571 -0.447 -0.274
H -1.757 -2.834 -1.568
H 1.958 1.002 0.694
H -1.957 -1.964 0.674
H 0.852 2.887 0.700
H 3.426 1.113 1.330
H -3.214 -0.840 -1.290
H -2.719 0.458 -0.163
H -0.566 -1.946 -1.936

Relative to the most stable one, in hartree, the structures come out at A 0.0089; B 0.1775; C 0.0000.

A:
12
Properties=species:S:1:pos:R:3 method="wB97M-V/def2-TZVPD" orbital_gap_ev=8.1 lumo_energy_ha=-0.0236 e_homo_ev=-8.771
Cl 3.056 -0.064 -0.003
O 0.421 1.727 -0.476
C 0.499 -1.456 -0.157
C -0.969 -1.164 -0.112
C 1.320 -0.426 0.185
C 0.251 0.782 0.490
C -1.032 0.107 0.222
H 0.861 -2.314 -0.707
H -0.791 2.456 -0.846
H 0.196 1.353 1.510
H -1.888 -1.740 -0.372
H -1.922 0.738 0.268

B:
12
Properties=species:S:1:pos:R:3 method="wB97M-V/def2-TZVPD" orbital_gap_ev=8.4 lumo_energy_ha=0.0160 smiles="CC(O)=C=C=CCl" e_homo_ev=-7.917
Cl -5.026 -0.353 0.036
O -0.222 -2.156 -0.310
C -0.368 -0.793 -0.050
C -3.803 0.888 0.084
C 0.925 -0.092 0.248
C -1.605 -0.281 0.012
C -2.575 0.470 -0.065
H 1.737 -0.836 -0.016
H -4.182 1.976 -0.047
H 0.974 0.775 -0.273
H 0.752 -2.267 -0.155
H 0.768 0.112 1.353

Relative to the most stable one, in hartree, the structures come out at A 0.0466; B 0.0000.

A:
12
Properties=species:S:1:pos:R:3 method="wB97M-V/def2-TZVPD" orbital_gap_ev=8.2 lumo_energy_ha=0.0040 e_homo_ev=-8.132
S 0.978 0.901 -1.610
S -2.042 0.681 -1.394
C -0.476 -0.218 -1.551
C 0.026 0.254 -0.263
C -1.144 1.076 0.180
C 1.358 -1.023 1.263
H -1.688 0.673 1.031
H -0.947 2.138 0.315
H 2.299 -0.533 1.116
H 0.811 -0.805 2.157
H 1.221 -1.990 0.822
H -0.396 -1.156 -2.066

B:
12
Properties=species:S:1:pos:R:3 method="wB97M-V/def2-TZVPD" orbital_gap_ev=8.1 lumo_energy_ha=-0.0210 smiles="C=CC(=S)SC" e_homo_ev=-8.631
S -0.349 1.579 -0.004
S 1.133 -1.027 -0.002
C -0.311 -0.066 0.006
C -2.769 -0.469 0.003
C 2.448 0.207 0.002
C -1.511 -0.936 0.002
H 3.389 -0.342 -0.024
H 2.431 0.843 -0.853
H 2.450 0.824 0.915
H -2.992 0.613 0.002
H -1.338 -2.015 -0.027
H -3.610 -1.168 0.012

Relative to the most stable one, in hartree, the structures come out at A 0.1266; B 0.0000.

A:
21
Properties=species:S:1:pos:R:3 method="wB97M-V/def2-TZVPD" orbital_gap_ev="7.6 / 7.8" lumo_energy_ha="0.0198 / 0.0233" e_homo_ev="-7.038 / -7.185"
C 0.025 0.451 -0.213
C -1.534 0.209 0.139
C 1.981 -0.819 0.733
C 0.503 1.726 0.213
C -2.023 -1.131 0.628
C 0.858 -0.705 -0.243
C -1.148 0.473 -1.235
H 1.854 1.289 -1.304
H -1.136 -0.360 -1.932
H 2.735 -0.034 0.586
H -1.677 -1.950 -0.006
H -3.119 -1.130 0.619
H 1.609 -0.687 1.767
H -0.161 2.585 0.170
H -1.694 -1.324 1.653
H 1.339 1.800 0.901
H 2.484 -1.789 0.674
H -1.933 1.049 0.699
H 1.919 0.520 -1.494
H -1.344 1.445 -1.675
H 0.461 -1.617 -0.680

B:
21
Properties=species:S:1:pos:R:3 method="wB97M-V/def2-TZVPD" orbital_gap_ev=8.6 lumo_energy_ha=0.0183 e_homo_ev=-8.066
C -0.367 -0.251 -1.033
C 2.168 -0.570 -0.140
C 0.879 -1.129 -0.768
C -2.242 -0.771 0.680
C -1.240 0.269 0.172
C -0.167 0.637 1.112
C 0.430 1.944 0.741
H 2.963 -1.313 -0.275
H 0.129 2.398 -0.220
H 0.059 2.587 1.554
H -1.767 -1.746 0.827
H -0.098 0.610 -1.657
H -2.662 -0.461 1.643
H 0.572 -1.998 -0.174
H 1.155 -1.513 -1.757
H -1.791 1.149 -0.213
H -3.075 -0.895 -0.025
H 2.063 -0.385 0.934
H 1.521 1.953 0.840
H 2.518 0.357 -0.612
H -1.047 -0.871 -1.630

C:
21
Properties=species:S:1:pos:R:3 method="wB97M-V/def2-TZVPD" orbital_gap_ev=10.5 lumo_energy_ha=0.0390 smiles=C[C@@H]1[C@H](C)C1(C)C e_homo_ev=-9.419
C -0.159 1.045 -0.224
C -1.669 -1.034 -0.189
C -0.505 -0.296 -0.827
C 0.748 -0.182 -0.008
C -1.192 1.876 0.521
C 2.011 -0.044 -0.854
C 0.956 -1.117 1.169
H -0.386 -0.483 -1.896
H 1.866 -0.870 1.728
H 0.448 1.720 -0.808
H 2.851 0.362 -0.278
H -1.456 -2.105 -0.096
H 2.318 -1.008 -1.276
H -2.590 -0.917 -0.768
H -1.674 1.398 1.376
H -1.990 2.149 -0.189
H 1.093 -2.135 0.772
H -1.875 -0.665 0.821
H 1.835 0.634 -1.698
H -0.750 2.820 0.855
H 0.119 -1.150 1.869

D:
21
Properties=species:S:1:pos:R:3 method="wB97M-V/def2-TZVPD" orbital_gap_ev=8.5 lumo_energy_ha=0.0193 e_homo_ev=-7.985
C 2.530 0.215 -0.216
C 0.081 1.486 0.707
C -2.265 -0.208 -0.061
C 1.368 0.102 -1.124
C -0.868 -0.570 -0.563
C -0.276 -1.722 0.256
C 0.089 0.669 -0.593
H -2.698 0.623 -0.629
H -0.948 -0.910 -1.602
H -0.305 1.304 -1.403
H 0.686 -2.045 -0.159
H 0.271 0.871 1.594
H 3.291 -0.550 -0.402
H 2.973 1.161 -0.586
H -2.253 0.076 0.998
H 0.846 2.271 0.680
H 2.362 0.345 0.864
H -0.945 -2.590 0.245
H -0.886 1.981 0.850
H -0.120 -1.437 1.304
H -2.934 -1.070 -0.160

Relative to the most stable one, in hartree, the structures come out at A 0.1532; B 0.0945; C 0.0000; D 0.0878.

A:
17
Properties=species:S:1:pos:R:3 method="wB97M-V/def2-TZVPD" orbital_gap_ev="8.0 / 8.0" lumo_energy_ha="-0.3907 / -0.3908" e_homo_ev="-18.671 / -18.671" total_charge=+2
S -0.981 1.239 2.109
N 0.770 -1.196 0.427
N -1.210 1.136 -0.522
N -0.452 1.176 0.545
N 0.075 -1.538 1.575
C -0.695 1.179 -1.837
C 1.228 -0.018 0.233
H 1.732 0.201 -0.653
H 0.587 -1.962 2.328
H -1.081 2.145 -2.281
H 0.366 1.420 2.436
H -0.996 0.347 -2.481
H -2.124 1.554 -0.393
H 1.541 0.530 1.066
H 0.400 1.242 -1.723
H -0.772 -2.130 1.368
H 0.810 -1.886 -0.429

B:
17
Properties=species:S:1:pos:R:3 method="wB97M-V/def2-TZVPD" orbital_gap_ev="9.7 / 7.7" lumo_energy_ha="-0.2341 / -0.3025" e_homo_ev="-16.084 / -15.912" total_charge=+2
S 7.211 1.197 7.212
N 7.298 0.632 9.776
N -7.853 -1.091 -10.603
N -8.728 -2.100 -10.586
N 7.466 1.353 8.825
C 7.311 1.102 11.141
C -7.910 -0.100 -11.370
H -8.376 -3.017 -10.378
H 6.475 -1.533 9.330
H 7.849 0.329 11.593
H 7.804 2.459 6.969
H -7.220 0.752 -11.377
H 6.238 1.005 11.666
H -9.412 -1.989 -11.392
H 7.633 2.160 11.185
H -8.784 0.114 -12.012
H -7.001 -1.272 -9.979

Relative to the most stable one, in hartree, the structures come out at A 0.0000; B 0.0204.

A:
20
Properties=species:S:1:pos:R:3 method="wB97M-V/def2-TZVPD" orbital_gap_ev=9.8 lumo_energy_ha=0.0275 smiles=NCCS.CCO e_homo_ev=-9.097
S -0.901 0.406 -1.707
O 3.401 0.716 1.222
N -3.021 -0.465 1.678
C 2.698 -0.411 -0.742
C -2.302 0.110 -0.579
C -1.875 -0.422 0.780
C 2.486 -0.266 0.745
H 2.447 0.513 -1.280
H 3.764 -0.577 -0.910
H 3.298 0.809 2.176
H -2.741 -0.541 2.646
H 2.086 -1.202 -1.156
H 2.670 -1.225 1.230
H -1.385 -1.391 0.643
H -2.865 1.032 -0.463
H -3.637 -1.240 1.472
H -0.083 0.936 -0.788
H -1.129 0.248 1.213
H 1.451 0.023 0.971
H -2.933 -0.625 -1.079

B:
20
Properties=species:S:1:pos:R:3 method="wB97M-V/def2-TZVPD" orbital_gap_ev=9.6 lumo_energy_ha=0.0316 smiles=NCCO.CCS e_homo_ev=-8.736
S -2.798 0.656 0.551
O 2.393 0.996 2.366
N 1.069 -0.312 -0.851
C 1.915 -0.242 0.377
C -1.809 -0.438 -1.780
C -1.979 -0.767 -0.293
C 1.483 0.989 1.247
H 1.810 -1.125 1.007
H -1.380 -1.312 -2.291
H 3.003 -0.166 0.140
H -1.066 0.331 -1.976
H -0.948 -0.895 0.119
H -2.706 -1.618 -0.191
H 1.497 1.883 0.637
H -2.770 -0.153 -2.209
H 1.324 0.536 -1.370
H 2.445 1.913 2.687
H 0.474 0.809 1.676
H 1.362 -1.083 -1.434
H -3.320 0.000 1.587

Relative to the most stable one, in hartree, the structures come out at A 0.0000; B 0.0131.

A:
20
Properties=species:S:1:pos:R:3 method="wB97M-V/def2-TZVPD" orbital_gap_ev=9.8 lumo_energy_ha=0.0301 smiles=C[C@@H](N)CCS.O e_homo_ev=-8.944
S 0.681 1.769 1.758
O 1.097 -1.846 3.198
N 0.106 -1.191 -0.320
C -0.808 0.019 -0.536
C -1.789 -0.280 -1.672
C 0.040 1.287 -0.765
C 1.242 1.216 0.122
H 0.041 0.626 2.053
H 0.332 1.595 -1.824
H 0.683 -1.647 2.342
H 1.946 -1.452 3.223
H 0.915 -1.024 -0.947
H -2.610 -0.997 -1.487
H -1.276 -0.810 -2.524
H -0.248 -2.122 -0.319
H 1.831 0.343 0.192
H 2.073 1.797 -0.290
H -0.473 2.336 -0.729
H -2.436 0.528 -1.988
H -1.346 -0.146 0.516

B:
20
Properties=species:S:1:pos:R:3 method="wB97M-V/def2-TZVPD" orbital_gap_ev=10.0 lumo_energy_ha=0.0303 smiles=CN[C@H](C)CS.O e_homo_ev=-9.160
S 0.820 -0.073 2.945
O -2.717 0.987 -1.358
N 0.393 0.543 -0.828
C 1.635 1.267 -1.018
C -0.331 0.111 1.413
C 0.450 -0.482 0.243
C -0.222 -1.762 -0.151
H -1.179 -0.557 1.625
H -0.091 -2.543 0.644
H 2.352 1.144 -0.185
H -1.325 -1.541 -0.334
H 1.299 2.295 -1.063
H 0.229 0.017 -1.624
H 2.301 0.914 -1.856
H -0.765 1.114 1.183
H 1.451 -0.842 0.442
H -0.085 -0.504 3.841
H 0.256 -2.320 -1.050
H -2.060 0.921 -0.717
H -2.411 1.311 -2.154

Relative to the most stable one, in hartree, the structures come out at A 0.0130; B 0.0000.

A:
23
Properties=species:S:1:pos:R:3 method="wB97M-V/def2-TZVPD" orbital_gap_ev=8.9 lumo_energy_ha=-0.1225 e_homo_ev=-12.269 total_charge=+1
O 2.823 -1.967 -0.537
N -1.083 -0.991 1.372
N 2.661 0.543 -1.379
C -3.150 0.302 0.990
C -1.618 0.360 1.233
C -0.852 1.056 -0.015
C 0.501 0.512 -0.192
C 1.215 0.731 -1.289
H -3.571 -0.688 0.656
H 3.707 -2.331 -0.643
H -1.032 2.109 0.161
H 2.188 -2.603 -0.193
H 2.892 0.177 -2.305
H -1.369 0.990 2.115
H -1.320 -1.464 0.480
H 0.877 -0.167 0.567
H -3.553 0.839 0.118
H -1.456 0.811 -0.910
H 0.808 1.319 -2.126
H -3.623 0.622 1.919
H 3.241 -0.097 -0.736
H 3.147 1.448 -1.472
H -1.433 -1.510 2.185

B:
23
Properties=species:S:1:pos:R:3 method="wB97M-V/def2-TZVPD" orbital_gap_ev=8.5 lumo_energy_ha=-0.1172 e_homo_ev=-11.699 total_charge=+1
O 0.543 2.339 -2.671
N 0.905 0.403 -0.582
N -2.243 -1.863 -0.929
C 1.098 -0.144 0.821
C -0.202 -0.325 1.700
C -1.363 -0.609 0.860
C 1.966 0.912 1.599
C -1.279 -1.706 0.057
H 1.191 1.439 -0.634
H 1.341 1.774 1.735
H -2.108 0.007 0.885
H -2.374 -2.786 -1.214
H -0.484 -2.469 0.252
H 1.529 -1.191 0.643
H -0.006 -1.015 2.600
H 1.396 2.649 -2.857
H 0.007 0.166 -0.980
H 2.222 0.528 2.528
H 2.865 1.341 1.235
H -0.104 2.961 -2.725
H -0.424 0.650 2.153
H -3.150 -1.323 -0.742
H 1.798 0.009 -1.147

Relative to the most stable one, in hartree, the structures come out at A 0.0000; B 0.0123.